[1]
The following is a DFT calculation (ωB97M-V with the def2-TZVPD basis set) of C11H27IrN4O3S as an isolated structure.

Calculated values
charge = +2
molar mass = 487.65 u
LUMO = -0.264 hartree
total energy = -1382.0974 a.u.
Kohn-Sham gap = 9.56 eV

Geometry as XYZ:
```
47
Properties=species:S:1:pos:R:3:forces:R:3
Ir 0.28574 0.05140 -0.07346 0.24 0.78 -1.28
C -1.92454 -0.56299 -2.27575 0.08 -0.09 -0.01
C -1.68741 0.92937 -2.31834 -0.08 0.06 0.00
N -0.46980 1.35914 -1.56779 -0.19 0.00 0.27
C -0.65655 2.72415 -0.97327 0.00 0.02 -0.03
C -0.94659 2.60793 0.51355 -0.02 0.00 0.04
N 0.17105 1.79309 1.06648 -0.04 0.02 -0.18
C 0.41066 1.80646 2.54763 0.06 -0.04 -0.03
C 0.24320 0.44939 3.19674 -0.03 -0.03 0.01
C 1.29674 -0.56665 2.75959 0.00 -0.02 -0.05
N 0.94073 -1.22698 1.46783 0.02 0.16 0.01
C -0.09260 -2.27252 1.71951 0.03 -0.05 0.07
C -1.01460 -2.37280 0.53788 0.01 0.04 -0.22
N -1.47185 -0.98409 0.20152 0.28 -0.03 0.31
C -2.46544 -1.01302 -0.93274 -0.03 -0.02 0.00
H -1.02650 -1.11943 -2.54843 -0.02 -0.01 -0.03
H -2.68344 -0.81120 -3.01989 0.00 0.02 0.00
H -2.54712 1.43090 -1.86937 0.01 0.04 -0.03
H -1.59936 1.29354 -3.34186 -0.01 -0.02 -0.01
H 0.31309 1.40900 -2.21695 -0.03 -0.02 -0.05
H -1.45894 3.24982 -1.48796 0.03 0.04 -0.02
H 0.25984 3.29825 -1.12706 0.01 -0.03 0.02
H -1.89380 2.10238 0.70957 0.01 0.01 0.03
H -0.97176 3.59186 0.98432 -0.03 0.02 -0.03
H 0.99453 2.26504 0.68301 0.06 -0.14 0.03
H -0.21175 2.57149 3.01048 -0.13 -0.08 -0.04
H 1.44991 2.11165 2.67738 -0.05 0.12 0.07
H -0.76493 0.05964 3.02559 -0.02 0.04 0.05
H 0.31999 0.59557 4.27513 0.04 -0.03 0.00
H 1.39744 -1.35023 3.51204 0.06 0.02 0.01
H 2.27426 -0.09703 2.64100 -0.02 0.01 -0.02
H 1.78851 -1.65161 1.08331 0.01 -0.05 0.09
H -0.66955 -1.97608 2.59564 0.04 -0.04 0.05
H 0.38088 -3.22634 1.94982 -0.01 -0.01 -0.04
H -1.87769 -3.00655 0.74284 0.01 0.02 0.06
H -0.49528 -2.74916 -0.34328 -0.07 -0.04 -0.01
H -1.95659 -0.60821 1.01414 -0.02 -0.11 0.02
H -3.31020 -0.38840 -0.63879 0.01 0.01 -0.02
H -2.82490 -2.03915 -1.00257 -0.03 0.03 0.01
C 3.28259 -1.25026 -2.89478 0.00 0.17 -0.03
S 2.44616 -0.69865 -1.46300 0.17 0.00 -0.14
O 1.05971 -1.34622 -1.49439 -0.16 -0.01 0.27
O 2.16900 0.76789 -1.55839 -0.16 -0.63 1.05
O 3.17877 -1.07539 -0.28076 -0.02 -0.07 -0.23
H 2.81505 -0.81331 -3.77350 -0.02 -0.03 0.00
H 3.22580 -2.33637 -2.91315 0.01 -0.02 0.03
H 4.31755 -0.92531 -2.79952 0.00 0.00 -0.01
```
Positions in Å, forces in eV/Å.

[2]
The following is a DFT calculation (ωB97M-V with the def2-TZVPD basis set) of C2H2Br2OS as an isolated structure.

Calculated values
molar mass = 233.91 u
LUMO = -0.053 hartree
total energy = -5698.7128 a.u.
Kohn-Sham gap = 7.79 eV

Geometry as XYZ:
```
8
Properties=species:S:1:pos:R:3:forces:R:3
C 1.23597 0.82765 1.44691 2.00 -1.60 -0.46
C 0.02024 1.02294 0.71390 -3.18 -3.14 0.21
O 1.68916 -0.96145 1.26912 2.00 4.93 1.12
S 2.45889 1.68034 1.92501 -0.62 -0.65 0.27
Br 0.47871 1.32496 -1.12524 0.00 -0.02 -0.37
Br 0.58805 -2.20886 0.98494 -2.30 -1.97 -0.55
H -0.54435 -0.08828 0.78681 1.06 2.93 -0.43
H -0.72412 1.79817 0.99972 1.03 -0.48 0.21
```
Positions in Å, forces in eV/Å.

[3]
The following is a DFT calculation (ωB97M-V with the def2-TZVPD basis set) of C11H25ClI2N3OP2Ru as an isolated structure.

Calculated values
charge = +2
molar mass = 667.62 u
LUMO (alpha / beta) = -0.237 / -0.344 hartree
total energy = -2506.2333 a.u.
2S+1 = 6
Kohn-Sham gap (alpha / beta) = 4.73 / 4.17 eV

Geometry as XYZ:
```
46
Properties=species:S:1:pos:R:3:forces:R:3
I -0.82332 0.86262 -5.76435 2.78 5.18 -1.13
I -2.08462 -1.30362 -5.52704 -3.06 -4.98 0.18
Ru 0.11723 -0.19894 -0.81834 0.39 -2.36 0.49
P -2.01668 0.15238 -1.18235 -4.25 0.67 -0.36
C -3.08705 0.40175 0.28386 0.53 0.13 0.18
C -2.52017 1.46040 -2.31997 -0.22 -0.44 -0.40
H -3.60500 1.36135 -2.53390 0.58 0.11 0.19
H -3.66521 -1.49063 -1.78834 0.10 0.04 0.13
H -1.96187 1.37594 -3.26383 -0.15 0.13 0.31
H -2.15631 -1.69923 -2.75439 -0.38 0.10 0.95
H -2.68583 1.23523 0.87325 -0.30 -0.13 0.01
H -2.31715 2.41573 -1.83737 -0.08 0.11 -0.10
C -2.57100 -1.48284 -1.73910 0.78 -0.56 -0.65
H -4.10851 0.63566 -0.03840 0.23 -0.03 -0.01
H -2.20651 -2.23221 -1.00074 -0.35 0.40 -0.49
H -3.09424 -0.51835 0.88702 0.02 0.34 -0.19
P 2.32061 -0.02003 -0.96483 3.78 0.63 -0.38
C 3.31162 -0.01121 0.56362 -0.68 0.38 0.51
C 3.04604 -1.47749 -1.80577 -0.76 0.14 -0.60
H 2.18039 1.56060 -2.78075 0.17 0.07 -0.02
H 3.85543 1.48803 -2.11693 -0.36 0.02 0.07
H 2.56814 2.37835 -1.23266 0.18 -0.32 -0.30
C 2.78189 1.50478 -1.87324 -0.02 -0.16 0.35
H 2.58548 -1.55872 -2.80994 0.55 -0.13 0.66
H 4.13052 -1.37745 -1.87672 -0.06 0.08 0.10
H 4.37159 -0.10480 0.33276 0.00 0.02 -0.08
H 3.00104 -0.86750 1.17757 0.18 0.16 -0.09
H 2.79104 -2.36286 -1.21344 0.10 0.05 -0.15
H 3.12818 0.91833 1.12830 0.24 -0.46 -0.21
Cl 0.33720 -0.59590 -3.10896 -0.26 0.10 1.30
C -1.10613 -2.03303 3.99306 -0.40 -0.49 0.52
N -0.51501 -0.89858 3.29442 0.39 0.58 -0.03
C 0.05229 0.14114 3.98903 -0.23 -0.51 -0.89
C 0.57348 1.20433 3.30856 0.07 0.34 0.69
C 0.46562 1.22423 1.91517 0.48 -0.28 -0.78
N -0.04961 0.17746 1.25658 0.32 0.29 -0.40
C -0.50339 -0.93020 1.90741 -0.69 -1.25 -0.20
O -0.89169 -1.91983 1.25411 0.68 1.53 0.34
N 0.98039 2.20060 1.13827 -0.46 0.33 0.12
H -1.98941 -1.70350 4.55182 0.20 -0.05 -0.13
H -0.38671 -2.47932 4.68221 -0.03 0.10 -0.11
H -1.40436 -2.77671 3.25654 0.07 0.12 0.12
H 0.05511 0.01925 5.07397 0.06 0.21 -0.34
H 1.07114 2.04100 3.77769 -0.16 -0.14 0.35
H 1.34237 3.06013 1.54498 -0.24 -0.31 -0.15
H 0.68299 2.22369 0.16118 0.26 0.25 0.63
```
Positions in Å, forces in eV/Å.

What is the total energy in the first record?
-1382.0974 a.u.